Entry 1:
Molecular formula: C15H33F7N9O18S
Method: DFT, ωB97M-V/def2-TZVPD

```
83
Properties=species:S:1:pos:R:3:forces:R:3
C 1.508 0.685 6.920 0.09 -0.97 0.31
C 0.773 -0.359 6.033 0.48 0.48 0.03
C 1.051 -0.212 4.507 -0.74 -1.13 0.77
C -0.239 -0.564 3.696 0.52 0.00 -0.83
N -0.745 0.463 2.761 0.40 1.92 1.23
S -0.946 1.899 3.416 -3.58 -2.79 -0.19
O -1.089 1.937 4.877 1.51 0.31 -0.72
O -2.102 2.555 2.787 1.45 0.31 -0.34
C 0.497 3.001 2.897 -0.87 0.44 0.08
F -0.032 4.225 2.604 0.27 0.19 -0.08
F 1.353 3.205 3.910 0.47 -0.31 -0.03
C 1.202 2.541 1.593 -0.26 0.22 0.36
F 0.263 2.495 0.640 -0.06 0.10 -0.39
F 1.762 1.333 1.703 0.30 -0.18 0.22
C 2.345 3.469 1.094 -0.14 -1.39 -0.42
F 3.334 3.461 1.978 0.16 0.65 0.23
F 1.959 4.682 0.768 0.07 0.49 0.31
F 2.842 2.897 -0.031 0.04 0.13 -0.19
H 2.363 0.200 7.417 0.00 0.29 -0.19
H 0.847 1.006 7.735 0.15 0.24 -0.26
H 1.876 1.539 6.348 -0.24 -0.01 0.12
H 1.084 -1.375 6.321 -0.10 0.23 0.09
H -0.295 -0.300 6.260 0.11 0.13 -0.37
H 1.815 -0.970 4.273 -0.02 0.32 -0.17
H 1.483 0.757 4.252 -0.29 -0.02 0.08
H -1.052 -0.913 4.351 0.32 0.26 0.16
H 0.003 -1.424 3.059 -0.23 0.49 0.28
C -3.448 -1.999 1.426 -0.10 0.13 -0.02
N -2.838 -2.954 2.386 -0.01 0.35 -0.07
O -2.823 -2.637 3.548 0.00 -0.33 0.20
O -2.370 -3.984 1.922 -0.14 -0.07 0.08
H -3.813 -1.137 1.972 0.14 -0.01 0.07
H -2.668 -1.707 0.729 -0.07 -0.01 0.04
H -4.262 -2.515 0.922 0.10 -0.08 -0.06
C -2.947 5.663 3.326 -0.14 -0.23 -0.05
N -3.743 6.880 3.002 0.08 -0.16 0.06
O -4.874 6.727 2.586 0.00 0.13 0.00
O -3.206 7.957 3.177 -0.08 0.04 -0.03
H -3.546 4.784 3.122 0.03 0.00 -0.04
H -2.060 5.674 2.701 0.03 0.02 0.08
H -2.683 5.716 4.378 0.10 0.06 -0.04
C -0.022 -3.457 -0.114 0.03 -0.04 -0.25
N 0.696 -3.860 1.125 -0.17 0.00 -0.16
O 1.340 -4.893 1.098 0.04 0.02 0.08
O 0.581 -3.122 2.076 0.25 -0.37 -0.10
H 0.166 -4.201 -0.880 0.06 -0.02 0.05
H -1.080 -3.403 0.126 0.11 0.08 0.04
H 0.362 -2.484 -0.410 -0.12 0.05 0.09
C -2.696 0.383 -2.922 -0.11 0.29 -0.07
N -2.108 -0.562 -1.941 -0.02 0.16 0.05
O -2.148 -0.265 -0.768 0.01 0.04 -0.07
O -1.611 -1.580 -2.382 0.14 -0.20 -0.04
H -3.094 1.238 -2.387 0.06 -0.06 0.12
H -1.901 0.683 -3.600 0.00 -0.14 -0.05
H -3.483 -0.147 -3.451 0.11 -0.07 -0.06
C 2.017 -1.425 -3.696 -9.41 -6.36 -2.88
N 1.099 -0.304 -4.027 -1.59 -1.78 -0.25
O 0.121 -0.545 -4.704 0.15 0.40 -0.14
O 1.390 0.790 -3.585 -4.21 -0.08 -1.58
H 1.636 -2.331 -4.152 -0.70 -0.05 -0.06
H 2.994 -1.172 -4.093 -4.66 -6.25 -4.95
H 2.044 -1.517 -2.614 -2.57 -0.75 -0.16
C 3.187 1.182 -2.621 1.54 0.32 1.42
N 3.370 -0.057 -3.428 8.20 10.03 5.68
O 3.353 0.046 -4.639 2.81 1.24 -1.04
O 3.525 -1.093 -2.817 8.67 3.26 3.85
H 3.060 2.018 -3.299 0.11 -0.08 0.15
H 2.304 1.045 -2.004 0.82 0.31 0.59
H 4.074 1.309 -2.009 0.31 -0.08 0.02
C -3.718 -4.559 -3.722 0.01 -0.23 -0.04
N -4.656 -3.446 -4.031 0.04 -0.13 0.00
O -5.667 -3.711 -4.647 0.02 0.08 0.01
O -4.335 -2.345 -3.640 -0.17 0.06 -0.03
H -4.126 -5.477 -4.127 -0.07 0.06 -0.02
H -2.764 -4.317 -4.183 0.02 0.10 0.12
H -3.624 -4.616 -2.641 0.09 0.11 -0.01
C 5.021 -0.411 -6.618 0.42 0.14 -0.33
N 4.373 -1.593 -7.253 -0.05 0.07 0.16
O 4.880 -2.045 -8.256 -0.01 -0.08 -0.08
O 3.373 -2.022 -6.713 0.11 -0.07 -0.14
H 5.893 -0.141 -7.202 -0.01 -0.13 -0.12
H 4.293 0.395 -6.609 0.10 -0.14 0.05
H 5.302 -0.694 -5.607 -0.10 0.06 -0.14
```
Positions in Å, forces in eV/Å.

net charge	-1
electronic energy	-96182.6027	eV
multiplicity	1
max |F|	0.27513	Eh/bohr

Entry 2:
Molecular formula: C3H7NS2
Method: DFT, ωB97M-V/def2-TZVPD

```
13
Properties=species:S:1:pos:R:3:forces:R:3
C 0.500 -0.533 -0.340 0.15 0.15 2.11
C -0.407 -0.969 0.865 1.77 -1.93 0.04
C 1.156 0.816 -0.002 -4.04 0.76 -2.45
N -2.222 -0.619 -1.049 -1.10 0.32 -2.27
S -2.199 -0.936 0.361 0.79 -0.32 1.75
S -0.244 2.071 0.174 0.00 0.01 -1.90
H 1.316 -1.179 -0.613 0.12 -0.96 0.29
H -0.239 -0.593 -1.111 0.13 0.94 -1.32
H -0.142 -2.064 1.172 -0.65 1.96 -0.15
H -0.296 -0.258 1.690 -0.08 -0.46 0.19
H 1.617 0.861 0.913 1.56 -0.17 1.91
H 1.633 1.318 -0.814 1.23 -0.38 -0.31
H -0.473 2.083 -1.247 0.11 0.05 2.11
```
Positions in Å, forces in eV/Å.

energy relative to the best compared isomer or geometry (same formula, charge and spin)	3.304	eV
multiplicity	1
max |F|	0.09313	Eh/bohr

Entry 3:
Molecular formula: C37H31P2SbSe4SiSn
Method: DFT, ωB97M-V/def2-TZVPD

```
77
Properties=species:S:1:pos:R:3:forces:R:3
Sn -0.281 -0.037 1.921 -0.05 -0.58 -0.12
C 3.398 0.012 1.707 0.01 0.01 -0.13
Si 1.962 0.284 0.525 -0.13 -0.02 0.42
C 2.198 1.933 -0.364 0.16 -0.05 -0.07
C 3.513 2.400 -0.428 0.07 0.05 -0.03
C 3.862 3.516 -1.179 -0.05 -0.02 0.01
C 2.885 4.191 -1.889 0.00 -0.02 0.02
C 1.563 3.774 -1.804 0.00 0.05 0.03
C 1.206 2.671 -1.034 -0.07 0.14 -0.16
P -0.538 2.135 -0.869 0.09 -0.24 0.20
C -0.968 2.766 0.801 -0.12 0.05 -0.11
C -0.022 3.130 1.752 0.03 0.15 0.11
C -0.391 3.314 3.083 0.00 0.07 -0.04
C -1.717 3.179 3.465 0.02 0.01 0.01
C -2.678 2.876 2.509 -0.02 -0.01 0.00
C -2.306 2.654 1.195 -0.03 0.04 -0.03
C -1.495 3.255 -1.937 -0.08 -0.01 -0.15
C -2.090 2.697 -3.068 0.05 0.05 0.01
C -2.852 3.481 -3.925 0.01 0.00 0.01
C -3.031 4.828 -3.651 -0.01 0.00 -0.02
C -2.450 5.392 -2.522 0.00 0.02 0.00
C -1.688 4.611 -1.669 0.01 -0.05 0.05
C 2.090 -1.111 -0.747 0.10 -0.05 -0.06
C 3.079 -0.996 -1.727 0.04 -0.04 -0.02
C 3.420 -2.068 -2.539 -0.01 -0.02 0.00
C 2.782 -3.291 -2.383 -0.01 0.03 0.02
C 1.771 -3.421 -1.443 -0.01 -0.01 -0.02
C 1.417 -2.335 -0.646 -0.06 -0.07 0.03
P -0.063 -2.396 0.402 -0.15 0.62 -0.02
C -1.397 -1.984 -0.770 -0.03 -0.10 -0.01
C -1.185 -1.761 -2.126 -0.01 0.03 -0.03
C -2.238 -1.369 -2.942 0.00 0.01 0.00
C -3.506 -1.192 -2.412 0.01 0.00 0.00
C -3.726 -1.412 -1.058 -0.01 0.00 -0.01
C -2.677 -1.802 -0.241 -0.03 0.01 -0.02
C -0.357 -4.095 0.927 0.11 -0.02 0.15
C -1.261 -4.946 0.297 0.01 -0.02 -0.06
C -1.454 -6.229 0.789 0.00 -0.01 0.00
C -0.754 -6.661 1.907 0.01 0.02 -0.01
C 0.140 -5.811 2.543 -0.02 -0.03 -0.01
C 0.337 -4.529 2.058 -0.03 0.01 0.04
H 4.344 -0.083 1.168 0.01 0.00 0.02
H 3.230 -0.914 2.258 0.02 -0.01 0.00
H 3.487 0.817 2.439 -0.03 0.01 0.01
H 4.295 1.878 0.109 -0.01 -0.01 0.01
H 4.894 3.843 -1.213 0.00 0.00 -0.01
H 3.141 5.049 -2.498 0.00 0.01 0.01
H 0.803 4.323 -2.344 0.00 0.00 0.00
H 1.010 3.271 1.458 0.03 -0.06 0.06
H 0.361 3.571 3.817 0.01 -0.01 0.00
H -1.998 3.310 4.501 -0.01 0.00 0.00
H -3.717 2.778 2.796 0.00 0.00 0.00
H -3.059 2.369 0.468 0.02 -0.01 -0.02
H -1.954 1.641 -3.269 -0.02 -0.01 0.01
H -3.310 3.038 -4.800 0.00 0.00 0.00
H -3.628 5.441 -4.313 0.00 0.00 0.00
H -2.595 6.443 -2.307 0.00 0.00 0.01
H -1.242 5.050 -0.783 -0.01 0.01 0.00
H 3.608 -0.057 -1.849 0.00 0.00 0.01
H 4.197 -1.954 -3.284 0.00 0.00 0.00
H 3.059 -4.136 -3.000 0.00 -0.01 0.00
H 1.244 -4.362 -1.334 0.01 0.00 0.00
H -0.197 -1.878 -2.552 0.00 -0.02 0.02
H -2.062 -1.200 -3.998 0.00 0.00 0.00
H -4.323 -0.883 -3.051 0.00 0.00 0.01
H -4.714 -1.276 -0.637 0.00 0.00 0.00
H -2.856 -1.965 0.816 0.02 0.00 0.00
H -1.815 -4.611 -0.571 0.00 0.02 0.01
H -2.158 -6.889 0.300 0.00 0.00 -0.01
H -0.917 -7.660 2.291 0.00 0.00 0.01
H 0.665 -6.130 3.434 0.00 0.01 -0.02
H 1.004 -3.854 2.584 0.00 0.00 -0.01
Se -0.347 -2.027 7.855 0.02 -0.01 -0.01
Sb 1.566 -2.099 6.389 -0.09 -0.17 0.05
Se 0.675 -1.109 4.065 0.11 0.26 -0.16
Se 1.203 -4.467 6.101 0.01 -0.02 0.09
Se 3.605 -0.922 6.451 0.07 0.04 -0.04
```
Positions in Å, forces in eV/Å.

energy relative to the best compared isomer or geometry (same formula, charge and spin)	0.755	eV
multiplicity	1
max |F|	0.01234	Eh/bohr

Entry 4:
Molecular formula: C3H3BaO3
Method: DFT, ωB97M-V/def2-TZVPD

```
10
Properties=species:S:1:pos:R:3:forces:R:3
O 1.524 -0.941 1.596 -2.40 2.24 2.41
Ba -2.755 -1.315 -0.077 0.18 0.25 -0.09
O -0.718 -1.219 1.739 -1.08 1.75 1.15
C 0.387 -0.809 1.894 3.43 -4.08 -3.45
O 0.192 1.052 -0.283 -0.05 -0.03 -2.60
C -1.037 1.120 -0.746 0.75 -1.26 0.88
H -1.443 2.136 -0.593 0.40 0.00 0.45
C 1.131 0.112 -0.994 -1.55 1.23 1.39
H 0.674 -0.805 -1.370 0.38 0.49 -0.07
H 2.046 0.669 -1.166 -0.06 -0.59 -0.07
```
Positions in Å, forces in eV/Å.

net charge	+2
energy relative to the best compared isomer or geometry (same formula, charge and spin)	3.312	eV
multiplicity	2
max |F|	0.12350	Eh/bohr

Entry 5:
Molecular formula: C5H11NO
Method: DFT, ωB97M-V/def2-TZVPD

```
18
Properties=species:S:1:pos:R:3:forces:R:3
C -2.724 -0.968 -0.038 1.04 0.28 1.65
C 1.695 1.197 -0.170 -3.99 -0.01 -0.76
C 0.292 -0.381 1.289 2.45 -2.80 1.57
C 0.572 -0.919 -1.093 -0.81 1.82 -1.07
C 0.500 0.249 -0.120 -0.33 -0.82 1.52
N -0.881 0.766 -0.214 -0.47 1.01 -1.03
O -1.085 1.934 -0.048 0.46 -0.44 0.01
H -3.443 -0.968 -0.808 -0.91 -0.15 -2.06
H -2.981 0.015 0.373 -0.07 0.08 0.72
H 1.624 1.771 -1.050 0.57 0.33 -1.56
H 1.549 1.905 0.558 -0.16 1.73 2.15
H 2.550 0.692 0.018 2.81 -1.55 0.12
H 0.823 -1.435 1.433 -0.48 2.16 -0.73
H -0.668 -0.708 1.578 -1.68 -0.07 -0.65
H 0.575 0.162 2.190 0.53 0.77 -0.48
H -0.387 -1.421 -0.955 0.55 -0.96 0.23
H 0.473 -0.516 -2.159 0.93 -0.65 1.22
H 1.517 -1.376 -0.784 -0.46 -0.73 -0.87
```
Positions in Å, forces in eV/Å.

energy relative to the best compared isomer or geometry (same formula, charge and spin)	8.602	eV
multiplicity	1
max |F|	0.07890	Eh/bohr